[1]
{
  "formula": "C35H52BrClN4OPtSi2",
  "method": "ωB97M-V/def2-TZVPD",
  "species": ["Pt", "C", "C", "C", "C", "C", "Br", "N", "C", "H", "H", "H", "H", "H", "H", "C", "C", "C", "C", "C", "O", "C", "C", "C", "C", "C", "C", "Cl", "C", "C", "C", "N", "C", "N", "C", "N", "H", "H", "H", "H", "H", "H", "H", "H", "H", "H", "H", "H", "H", "H", "H", "H", "H", "H", "H", "H", "H", "H", "C", "Si", "C", "C", "C", "Si", "C", "C", "C", "H", "H", "H", "H", "H", "H", "H", "H", "H", "H", "H", "H", "H", "H", "H", "H", "H", "H", "H", "C", "C", "C", "C", "C", "C", "H", "H", "H", "H", "H"],
  "coordinates": [[-1.015245, -0.006718, 0.095268], [3.062122, 2.024197, 3.149036], [2.340805, 0.765443, 2.770939], [2.758719, -0.495052, 3.167435], [2.058464, -1.619099, 2.759186], [0.952155, -1.433836, 1.956494], [-0.018450, -2.930865, 1.336312], [0.525135, -0.240920, 1.559830], [1.214293, 0.830848, 1.965721], [3.977384, 1.804977, 3.697084], [2.438607, 2.664414, 3.773443], [3.327249, 2.596829, 2.257552], [3.638225, -0.605186, 3.790469], [2.357260, -2.615226, 3.048296], [0.833884, 1.785440, 1.623191], [5.728129, 3.652084, -5.228907], [4.687305, 4.546257, -4.539908], [3.880029, 5.242327, -5.640977], [5.457743, 5.606546, -3.740069], [3.750177, 3.661956, -3.643454], [3.482005, 2.433523, -4.320302], [2.369847, 4.276686, -3.329356], [2.218806, 5.619384, -2.591858], [2.381079, 5.573927, -1.090348], [3.473220, 6.141546, -0.442849], [3.592140, 6.103000, 0.939695], [2.596172, 5.500668, 1.687714], [2.722659, 5.484655, 3.422523], [1.489479, 4.933165, 1.075106], [1.395124, 4.977034, -0.307313], [4.512172, 3.246370, -2.369610], [4.006577, 2.037455, -1.752134], [2.923961, 1.840309, -0.987527], [2.794327, 0.562504, -0.690372], [3.855787, 0.006524, -1.329189], [4.614949, 0.856472, -1.982248], [6.435779, 4.284030, -5.769396], [5.262491, 2.970121, -5.937020], [6.296685, 3.047827, -4.521298], [4.562541, 5.735380, -6.335519], [3.202466, 6.002337, -5.250327], [3.293758, 4.525959, -6.221649], [6.047543, 6.209817, -4.432833], [6.156207, 5.157767, -3.031887], [4.810572, 6.287009, -3.191802], [2.759562, 2.572725, -4.941616], [1.803737, 3.512778, -2.788200], [1.855385, 4.376358, -4.289552], [1.201653, 5.965130, -2.795150], [2.875202, 6.378803, -3.011157], [4.247854, 6.631562, -1.020892], [4.443193, 6.550099, 1.434929], [0.699261, 4.488123, 1.666728], [0.520353, 4.548023, -0.783188], [4.489034, 4.052855, -1.638223], [5.548931, 3.024497, -2.606123], [2.286998, 2.643624, -0.653372], [4.073103, -1.048936, -1.310016], [-4.739697, 1.462844, -0.144814], [-3.867684, 0.978939, -1.734912], [-5.085386, -0.078575, -2.709031], [-3.592648, 2.524337, -2.778237], [-2.333214, -0.049480, -1.476671], [-1.084660, -0.195917, -2.857658], [0.184029, -1.492484, -2.312629], [-0.138756, 1.393694, -3.199592], [-1.845177, -0.767592, -4.480896], [-5.775823, 1.741006, -0.356794], [-4.257351, 2.304172, 0.354796], [-4.749882, 0.623628, 0.555006], [-5.987493, 0.489434, -2.951678], [-5.391407, -0.953825, -2.129866], [-4.651415, -0.435603, -3.645299], [-4.526910, 3.088124, -2.849216], [-3.297997, 2.249578, -3.794962], [-2.833391, 3.194708, -2.374521], [-2.764996, -1.065518, -1.378249], [0.969988, -1.031121, -1.704640], [0.666982, -1.983279, -3.162160], [-0.282841, -2.287904, -1.720248], [0.335515, 1.734412, -2.274294], [-0.782348, 2.188736, -3.583156], [0.657446, 1.210139, -3.927183], [-2.413458, -1.691431, -4.349274], [-1.064581, -0.956525, -5.223106], [-2.522910, -0.016029, -4.893328], [-2.320034, 4.141492, 2.030562], [-1.901847, 4.092434, 0.709327], [-1.524298, 2.883431, 0.133999], [-1.574852, 1.697975, 0.866284], [-1.992741, 1.758222, 2.199169], [-2.360890, 2.967546, 2.773167], [-2.616432, 5.082391, 2.476172], [-1.872544, 5.001319, 0.118428], [-1.220078, 2.852042, -0.904907], [-2.047964, 0.849446, 2.785521], [-2.692296, 2.990229, 3.804256]],
  "forces_ev_per_angstrom": [[-0.1, -0.1, 0.0], [0.0, 0.0, 0.0], [0.0, 0.0, -0.1], [0.0, 0.0, 0.0], [0.0, 0.0, 0.0], [0.0, 0.0, -0.1], [0.0, 0.0, 0.0], [0.1, 0.2, 0.1], [0.0, 0.0, 0.1], [0.0, 0.0, 0.0], [0.0, 0.0, 0.0], [0.0, 0.0, 0.0], [0.0, 0.0, 0.0], [0.0, 0.0, 0.0], [0.0, 0.0, 0.0], [0.0, 0.0, 0.0], [0.0, 0.0, 0.0], [0.0, 0.0, 0.0], [0.0, 0.0, 0.0], [0.0, 0.0, 0.0], [0.0, 0.0, 0.0], [0.0, 0.0, 0.0], [0.0, 0.0, 0.0], [0.0, 0.0, 0.0], [0.0, 0.0, 0.0], [0.0, 0.0, 0.0], [0.0, 0.0, 0.0], [0.0, 0.1, 0.0], [0.0, 0.0, 0.0], [0.0, 0.0, 0.0], [0.0, 0.0, 0.1], [-0.1, 0.0, 0.0], [0.0, 0.0, 0.1], [0.0, 0.0, 0.0], [0.0, 0.0, 0.0], [0.0, 0.0, 0.0], [0.0, 0.0, 0.0], [0.0, 0.0, 0.0], [0.0, 0.0, 0.0], [0.0, 0.0, 0.0], [0.0, 0.0, 0.0], [0.0, 0.0, 0.0], [0.0, 0.0, 0.0], [0.0, 0.0, 0.0], [0.0, 0.0, 0.0], [0.0, 0.0, 0.0], [0.0, 0.0, 0.0], [0.0, 0.0, 0.0], [0.0, 0.0, 0.0], [0.0, 0.0, 0.0], [0.0, 0.0, 0.0], [0.0, 0.0, 0.0], [0.0, 0.0, 0.0], [0.0, 0.0, 0.0], [0.0, 0.0, 0.0], [0.0, 0.0, 0.0], [0.0, 0.0, 0.0], [0.0, 0.0, 0.0], [0.0, 0.0, 0.0], [0.0, 0.0, 0.0], [0.0, 0.0, 0.0], [0.0, 0.0, 0.0], [0.0, 0.1, 0.0], [0.0, -0.1, 0.1], [0.0, 0.0, 0.0], [0.0, 0.0, 0.1], [0.0, 0.0, 0.0], [0.0, 0.0, 0.0], [0.0, 0.0, 0.0], [0.0, 0.0, 0.0], [0.0, 0.0, 0.0], [0.0, 0.0, 0.0], [0.0, 0.0, 0.0], [0.0, 0.0, 0.0], [0.0, 0.0, 0.0], [0.0, 0.0, 0.0], [0.0, 0.0, 0.0], [0.0, 0.0, 0.0], [0.0, 0.0, 0.0], [0.0, 0.0, 0.0], [0.0, 0.0, 0.0], [0.0, 0.0, 0.0], [0.0, 0.0, 0.0], [0.0, 0.0, 0.0], [0.0, 0.0, 0.0], [0.0, 0.0, 0.0], [0.0, 0.0, 0.0], [0.0, 0.0, 0.0], [0.0, 0.0, 0.0], [0.0, 0.0, 0.0], [0.0, 0.0, 0.0], [0.0, 0.0, 0.0], [0.0, 0.0, 0.0], [0.0, 0.0, 0.0], [0.0, 0.0, 0.0], [0.0, 0.0, 0.0], [0.0, 0.0, 0.0]],
  "spin_multiplicity": 1,
  "e_lumo_ev": 0.324
}


[2]
{
  "formula": "C35H52BrClN4OPtSi2",
  "method": "ωB97M-V/def2-TZVPD",
  "species": ["Pt", "C", "C", "C", "C", "C", "Br", "N", "C", "H", "H", "H", "H", "H", "H", "C", "C", "C", "C", "C", "O", "C", "C", "C", "C", "C", "C", "Cl", "C", "C", "C", "N", "C", "N", "C", "N", "H", "H", "H", "H", "H", "H", "H", "H", "H", "H", "H", "H", "H", "H", "H", "H", "H", "H", "H", "H", "H", "H", "C", "Si", "C", "C", "C", "Si", "C", "C", "C", "H", "H", "H", "H", "H", "H", "H", "H", "H", "H", "H", "H", "H", "H", "H", "H", "H", "H", "H", "C", "C", "C", "C", "C", "C", "H", "H", "H", "H", "H"],
  "coordinates": [[0.985671, 1.390463, 1.799170], [-1.964493, -4.372531, 2.314737], [-1.260974, -3.269846, 3.056708], [-1.357004, -3.132146, 4.439226], [-0.708245, -2.094808, 5.078494], [0.020616, -1.212805, 4.291277], [0.934623, 0.225661, 5.115216], [0.125026, -1.306205, 2.988299], [-0.498982, -2.321946, 2.392823], [-2.031477, -5.273584, 2.923735], [-1.442048, -4.626515, 1.391948], [-2.982801, -4.079910, 2.048061], [-1.937082, -3.843396, 5.016132], [-0.758170, -1.964011, 6.149728], [-0.375920, -2.374725, 1.315060], [1.864674, -0.829623, -6.119097], [0.987751, -1.879369, -5.419096], [1.571395, -3.259366, -5.744778], [-0.417690, -1.783521, -6.030178], [0.996318, -1.619911, -3.869681], [2.310235, -1.250052, -3.452680], [0.617252, -2.833989, -2.996387], [-0.734467, -3.559189, -3.134775], [-1.921491, -2.848343, -2.525430], [-2.970018, -2.344569, -3.286408], [-4.037540, -1.682598, -2.691906], [-4.061772, -1.525030, -1.317270], [-5.396076, -0.705985, -0.572185], [-3.038032, -2.029970, -0.529386], [-1.986307, -2.693069, -1.142139], [0.130044, -0.382039, -3.554396], [0.547225, 0.326648, -2.359159], [0.302763, 0.061524, -1.073850], [0.940763, 0.939813, -0.324840], [1.583254, 1.735536, -1.223273], [1.370296, 1.391864, -2.467699], [1.763190, -0.946829, -7.200434], [2.915578, -0.943593, -5.860108], [1.578276, 0.192557, -5.865790], [1.684514, -3.357807, -6.826036], [0.935462, -4.077605, -5.404263], [2.565206, -3.395395, -5.307873], [-0.354693, -2.012710, -7.095748], [-0.836835, -0.779598, -5.943304], [-1.123605, -2.485450, -5.590342], [2.897258, -2.004507, -3.571453], [0.734581, -2.510188, -1.956301], [1.403967, -3.575564, -3.155299], [-0.622514, -4.513057, -2.612433], [-0.942594, -3.815417, -4.171585], [-2.964207, -2.467112, -4.363142], [-4.849451, -1.292650, -3.291498], [-3.068771, -1.899380, 0.545861], [-1.192210, -3.111540, -0.531260], [-0.915365, -0.660767, -3.448805], [0.216072, 0.347761, -4.352846], [-0.360963, -0.715783, -0.728961], [2.201017, 2.568225, -0.929481], [-2.373396, 0.975519, 1.121184], [-1.991505, 2.523332, 2.134243], [-3.247441, 3.803440, 1.552085], [-2.368723, 2.100332, 3.922497], [-0.257266, 3.129619, 1.880276], [0.413049, 4.437070, 3.006075], [2.000878, 5.112379, 2.262254], [-0.778000, 5.885577, 3.204977], [0.804580, 3.838998, 4.744443], [-3.420172, 0.680418, 1.252159], [-1.734756, 0.142250, 1.433870], [-2.209492, 1.150439, 0.051757], [-4.265724, 3.402872, 1.592849], [-3.043243, 4.091125, 0.515237], [-3.214771, 4.710663, 2.159495], [-3.406231, 1.769017, 4.026422], [-2.229535, 2.962528, 4.581431], [-1.715930, 1.297997, 4.278685], [-0.220358, 3.544976, 0.861044], [1.815512, 5.545047, 1.274025], [2.734454, 4.310110, 2.140266], [2.443911, 5.891497, 2.890568], [-1.116878, 6.262040, 2.235172], [-0.304517, 6.713897, 3.742425], [-1.664465, 5.585630, 3.772842], [1.665199, 3.163555, 4.750450], [-0.035736, 3.306808, 5.197880], [1.046827, 4.694903, 5.382566], [5.644458, 0.222523, 2.021663], [5.067068, 1.128829, 2.902544], [3.720611, 1.448064, 2.789603], [2.921026, 0.870531, 1.804961], [3.512987, -0.031141, 0.920769], [4.861756, -0.355371, 1.032929], [6.695416, -0.026512, 2.103539], [5.665896, 1.592312, 3.677562], [3.283749, 2.165049, 3.478119], [2.929148, -0.499485, 0.137740], [5.300373, -1.062851, 0.338527]],
  "forces_ev_per_angstrom": [[0.2, 0.1, -0.5], [0.0, 0.0, 0.0], [0.0, 0.0, 0.0], [0.0, 0.0, 0.0], [0.0, 0.0, 0.1], [0.0, 0.0, 0.0], [0.0, 0.0, 0.0], [0.1, 0.0, -0.1], [0.0, 0.0, 0.0], [0.0, 0.0, 0.0], [0.0, 0.0, 0.0], [0.0, 0.0, 0.0], [0.0, 0.0, 0.0], [0.0, 0.0, 0.0], [0.0, 0.0, 0.0], [0.0, 0.0, 0.0], [0.0, 0.0, 0.0], [0.0, 0.0, 0.0], [0.0, 0.0, 0.0], [0.0, 0.0, 0.0], [0.0, 0.0, 0.0], [-0.1, 0.0, 0.0], [0.0, 0.0, 0.0], [0.0, 0.0, 0.0], [0.0, 0.0, 0.0], [0.0, 0.0, 0.0], [0.0, 0.0, 0.0], [0.0, 0.0, 0.0], [0.0, 0.0, 0.0], [0.0, 0.0, 0.0], [0.0, 0.0, 0.0], [0.0, -0.1, 0.0], [-0.1, 0.0, 0.0], [0.2, 0.0, 0.2], [0.0, 0.0, 0.0], [-0.1, 0.0, 0.1], [0.0, 0.0, 0.0], [0.0, 0.0, 0.0], [0.0, 0.0, 0.0], [0.0, 0.0, 0.0], [0.0, 0.0, 0.0], [0.0, 0.0, 0.0], [0.0, 0.0, 0.0], [0.0, 0.0, 0.0], [0.0, 0.0, 0.0], [0.0, 0.0, 0.0], [0.0, 0.0, 0.0], [0.0, 0.0, 0.0], [0.0, 0.0, 0.0], [0.0, 0.0, 0.0], [0.0, 0.0, 0.0], [0.0, 0.0, 0.0], [0.0, 0.0, -0.1], [0.0, 0.0, 0.0], [0.0, 0.0, 0.0], [0.0, 0.0, 0.0], [0.0, 0.0, 0.0], [0.0, 0.0, 0.0], [0.0, 0.0, 0.0], [0.1, 0.1, -0.1], [-0.1, 0.0, 0.0], [0.0, 0.0, 0.1], [-0.3, -0.1, 0.2], [0.0, 0.0, -0.1], [0.1, 0.0, 0.0], [0.0, 0.1, 0.0], [0.0, 0.0, 0.1], [0.0, 0.0, 0.0], [0.0, 0.0, 0.0], [0.0, 0.0, 0.0], [0.0, 0.0, 0.0], [0.0, 0.0, 0.1], [0.0, 0.0, 0.0], [0.0, 0.0, 0.0], [0.0, -0.1, 0.0], [0.0, 0.1, 0.0], [0.0, 0.0, 0.0], [0.0, 0.0, 0.0], [0.0, 0.0, 0.0], [0.0, 0.0, 0.0], [0.0, 0.0, 0.0], [0.0, 0.0, 0.0], [0.0, 0.0, 0.0], [0.0, 0.0, 0.0], [0.1, 0.0, 0.0], [0.0, 0.0, 0.0], [0.0, 0.0, 0.0], [0.0, 0.0, 0.0], [0.0, 0.1, 0.0], [-0.1, -0.2, 0.0], [0.1, -0.1, 0.0], [0.0, 0.0, 0.0], [0.0, 0.0, 0.0], [0.0, 0.0, 0.0], [0.0, 0.0, 0.0], [0.0, 0.0, 0.0], [0.0, 0.0, 0.0]],
  "spin_multiplicity": 1,
  "e_lumo_ev": [0.006, 0.189]
}


Q: Which electronic energy values were calculated for the entries above? A: -146716.2654; -146714.3407, in eV.
Q: Which energy above the lowest of the compared OMol25 structures with the same formula, charge and spin values were calculated for the entries above? A: 4.9; 49.3, in kcal per mole.